(1)
{"formula": "C37H56F3INO10S4", "method": "ωB97M-V/def2-TZVPD", "homo_lumo_gap_ev": 7.0, "charge": -1, "fmax_ev_per_a": 14.62, "de_lowest_kcal_mol": 0.0, "elements": ["C", "C", "O", "N", "H", "H", "C", "H", "H", "H", "H", "H", "H", "I", "O", "H", "F", "C", "C", "C", "C", "C", "C", "H", "H", "H", "H", "H", "F", "C", "C", "C", "C", "C", "C", "H", "H", "H", "H", "H", "F", "C", "C", "C", "C", "C", "C", "H", "H", "H", "H", "H", "C", "C", "C", "S", "O", "O", "C", "H", "H", "H", "H", "H", "H", "H", "H", "C", "C", "C", "S", "O", "O", "C", "H", "H", "H", "H", "H", "H", "H", "H", "C", "C", "C", "S", "O", "O", "C", "H", "H", "H", "H", "H", "H", "H", "H", "C", "C", "C", "S", "O", "O", "C", "H", "H", "H", "H", "H", "H", "H", "H"], "coordinates": [[-0.22991, 1.77724, -3.59867], [-0.12891, 1.45124, -2.13167], [0.25509, 2.10624, -1.21167], [-0.62191, -0.01776, -1.72167], [-1.73491, 0.23224, -1.94567], [-0.44691, -0.91476, -2.37667], [-0.59991, -0.34076, -0.31767], [0.90709, 1.69624, -3.83567], [-0.61591, 2.75224, -3.80867], [-0.89791, 1.11824, -4.05867], [-1.08691, -1.06876, -0.16367], [-1.19891, 0.39224, -0.01567], [0.49009, -0.36676, 0.19633], [1.12609, -2.75376, -2.85967], [-3.11691, 0.02024, -2.30267], [-3.91191, 0.01224, -1.72167], [0.49309, 1.39524, 2.07233], [1.07609, 1.57624, 3.26333], [2.33809, 2.10724, 3.36933], [3.03809, 2.24124, 4.62033], [2.42009, 1.72324, 5.83533], [1.08009, 1.19924, 5.75833], [0.48709, 1.14424, 4.47533], [2.84909, 2.40924, 2.52133], [4.09809, 2.46024, 4.54333], [3.15409, 1.85724, 6.61033], [0.81909, 0.89324, 6.60933], [-0.48291, 0.57624, 4.40733], [-2.20691, 7.34924, -2.17767], [-2.35491, 6.21824, -1.48267], [-1.99391, 5.99824, -0.15967], [-2.07491, 4.78224, 0.48633], [-2.39791, 3.66024, -0.31067], [-2.63791, 3.66024, -1.58567], [-2.51091, 4.94924, -2.26967], [-1.65791, 6.89824, 0.40733], [-1.75291, 4.92224, 1.46633], [-2.43891, 2.74324, 0.26433], [-3.05191, 2.94224, -2.14667], [-2.91491, 4.98424, -3.21767], [-3.80191, 2.26924, -9.40867], [-3.18591, 1.54224, -8.45467], [-3.71491, 1.71624, -7.08367], [-3.18791, 0.77124, -6.12067], [-2.32091, -0.31676, -6.49467], [-1.93891, -0.46276, -7.84467], [-2.31391, 0.56924, -8.72167], [-4.48491, 2.41624, -6.78267], [-3.55491, 0.78124, -5.10967], [-1.93691, -0.94676, -5.70367], [-1.27091, -1.24276, -7.86467], [-2.06591, 0.29024, -9.66267], [3.82209, 0.18524, -3.00167], [5.16609, 0.77024, -3.13567], [5.46309, 1.73724, -2.13467], [4.57909, 1.15024, -0.77567], [4.20609, 2.16824, 0.06233], [5.25309, -0.03876, -0.30167], [3.17909, 0.54024, -1.65267], [3.82709, -0.78376, -2.93367], [3.42909, 0.57924, -4.00067], [5.42009, 1.07224, -4.10267], [5.97009, -0.13776, -3.12767], [4.90209, 2.58924, -2.40467], [6.56809, 1.70124, -1.86867], [2.57209, 1.59024, -1.71267], [2.78709, -0.33276, -1.28467], [3.03209, -2.24576, 1.06333], [4.24509, -2.94476, 1.61133], [4.05309, -3.06276, 3.00233], [3.16709, -1.65876, 3.61533], [4.13009, -0.71376, 4.18933], [2.03709, -2.15876, 4.34833], [2.56409, -1.04676, 2.01933], [2.38509, -3.07276, 0.91833], [3.23409, -1.89676, 0.06033], [5.17009, -2.27076, 1.47933], [4.32409, -3.91476, 1.12633], [4.89909, -3.09276, 3.69233], [3.36509, -3.95676, 3.39533], [3.24809, -0.34276, 1.94733], [1.54809, -1.02076, 2.32233], [-4.32791, 1.15224, 1.83533], [-5.03091, -0.11676, 1.35233], [-4.05291, -1.10976, 1.40033], [-2.99291, -0.68876, 2.86933], [-1.56491, -0.63776, 2.66033], [-3.49191, -1.52876, 3.97033], [-3.52891, 0.98124, 3.09233], [-5.32691, 1.85224, 2.16333], [-3.90791, 1.84424, 1.05133], [-5.51691, 0.06324, 0.43233], [-5.79091, -0.48776, 2.00533], [-3.31691, -1.08476, 0.44633], [-4.35891, -1.92376, 1.34633], [-2.73191, 1.62524, 3.09733], [-4.20891, 0.86724, 3.85033], [-0.03391, -4.98776, 4.11833], [0.55609, -5.52676, 2.85533], [-0.61991, -5.78976, 1.97933], [-1.23991, -4.06576, 2.01633], [-2.62691, -4.10376, 1.71333], [-0.36991, -3.27476, 1.30033], [-0.84091, -3.78176, 3.67933], [0.87509, -4.76376, 4.49333], [-0.49891, -5.79076, 4.60333], [0.89209, -6.71276, 3.07533], [1.27109, -4.90076, 2.53533], [-1.23491, -6.39376, 2.37233], [-0.37191, -5.95376, 1.01833], [-1.60291, -3.46876, 4.34733], [-0.33691, -2.85776, 3.66933]], "lowdin_charge": [0.042, -0.385, 0.099, -0.035, 0.053, -0.030, -0.078, 0.130, 0.073, 0.045, -0.042, 0.037, 0.154, -0.329, -0.393, -0.078, 0.070, -0.297, -0.025, -0.054, -0.055, -0.041, -0.001, 0.078, 0.096, 0.084, 0.017, 0.108, 0.055, -0.243, -0.059, -0.043, -0.129, -0.083, 0.064, 0.123, 0.087, 0.083, 0.064, 0.067, 0.043, -0.278, 0.029, -0.063, -0.069, -0.053, -0.055, 0.094, 0.075, 0.100, 0.077, 0.078, -0.232, -0.314, -0.263, 0.581, -0.270, -0.304, -0.198, 0.011, 0.149, 0.091, 0.172, 0.107, 0.156, 0.149, 0.019, -0.172, -0.263, -0.300, 0.683, -0.324, -0.326, -0.128, 0.087, 0.074, 0.153, 0.130, 0.104, 0.145, 0.031, 0.076, -0.212, -0.254, -0.205, 0.739, -0.320, -0.334, -0.208, 0.172, 0.098, 0.117, 0.123, 0.172, -0.027, 0.082, 0.078, -0.194, -0.239, -0.172, 0.618, -0.293, -0.262, -0.210, 0.069, 0.108, 0.187, 0.055, 0.037, 0.079, 0.096, 0.067]}



(2)
{"formula": "C37H56F5N2O7OsPSb2Te", "method": "ωB97M-V/def2-TZVPD", "homo_lumo_gap_ev": [7.6, 5.5], "charge": 2, "s2": 6.02, "fmax_ev_per_a": 0.72, "de_lowest_kcal_mol": 0.0, "multiplicity": 5, "elements": ["Os", "C", "Sb", "C", "C", "C", "C", "C", "C", "C", "C", "C", "Sb", "C", "C", "H", "H", "H", "H", "H", "H", "H", "H", "H", "H", "H", "H", "H", "H", "H", "H", "H", "H", "H", "H", "C", "C", "C", "C", "C", "C", "P", "C", "C", "C", "C", "C", "C", "C", "C", "C", "C", "C", "C", "H", "H", "H", "H", "H", "H", "H", "H", "H", "H", "H", "H", "H", "H", "H", "H", "H", "H", "H", "H", "H", "H", "H", "H", "H", "H", "H", "H", "H", "H", "H", "H", "H", "F", "Te", "F", "F", "F", "F", "O", "O", "C", "O", "C", "C", "C", "C", "C", "C", "N", "O", "O", "N", "O", "O", "H", "H", "H"], "coordinates": [[0.14503, -0.76282, 0.12599], [1.48583, -0.82548, 6.71094], [0.36710, -0.15628, 5.05574], [-0.15476, 1.83275, 5.57670], [-1.51137, -1.19441, 4.97758], [-1.44638, -2.64675, 4.64206], [-0.79171, -3.48244, 5.54886], [-0.70039, -4.84539, 5.34467], [-1.30440, -5.40568, 4.22364], [-1.98104, -4.59194, 3.33513], [-2.05019, -3.20700, 3.50441], [-2.87382, -2.43222, 2.51036], [-2.13630, -2.27300, 0.50512], [-3.97418, -2.08917, -0.52676], [-1.52264, -4.23009, 0.02983], [1.85084, -1.83085, 6.52434], [0.82967, -0.79456, 7.58234], [2.31847, -0.13850, 6.84888], [-0.66856, 1.78231, 6.53829], [-0.81134, 2.28058, 4.83441], [0.75791, 2.41486, 5.68096], [-2.15693, -0.60249, 4.33393], [-1.84184, -1.05039, 6.01328], [-0.36211, -3.05546, 6.44814], [-0.18866, -5.46870, 6.06481], [-1.27148, -6.47385, 4.05835], [-2.49471, -5.04820, 2.49894], [-3.17814, -1.44168, 2.84065], [-3.79648, -2.99021, 2.32774], [-4.61422, -2.88856, -0.15280], [-3.81042, -2.22953, -1.59284], [-4.44059, -1.12544, -0.34106], [-2.35156, -4.90681, 0.23024], [-0.65764, -4.49602, 0.63287], [-1.25939, -4.27621, -1.02369], [0.25071, -2.86984, -5.37346], [1.34448, -2.90619, -4.31380], [1.46779, -1.54491, -3.61992], [0.07752, -0.89251, -3.42854], [-1.03132, -1.94829, -3.37267], [-1.12979, -2.66726, -4.72689], [0.00441, 0.32442, -2.06960], [1.41407, 1.49994, -2.08273], [1.33227, 2.51280, -3.24872], [2.63674, 3.32930, -3.34600], [3.29888, 3.46020, -1.97977], [3.74391, 2.07951, -1.47241], [2.84504, 0.95552, -2.01087], [-1.50185, 1.36565, -2.24497], [-1.78662, 1.82496, -3.70927], [-3.07983, 1.23206, -4.25727], [-4.28555, 1.65187, -3.41370], [-3.95938, 1.64432, -1.90878], [-2.75538, 0.75471, -1.61133], [0.25370, -3.78091, -5.97026], [0.46289, -2.05457, -6.07187], [2.30626, -3.16277, -4.75765], [1.13115, -3.68634, -3.57764], [2.07783, -0.88158, -4.23540], [1.98556, -1.66242, -2.66963], [-0.12901, -0.26184, -4.30196], [-1.99865, -1.50283, -3.13081], [-0.78697, -2.66048, -2.58236], [-1.77770, -2.09517, -5.39471], [-1.62124, -3.62979, -4.57358], [1.22891, 2.05007, -1.14763], [0.48598, 3.18530, -3.09622], [1.16155, 1.99007, -4.19326], [2.41333, 4.30650, -3.77323], [3.32990, 2.84419, -4.03672], [2.58476, 3.92061, -1.28783], [4.14935, 4.13965, -2.02862], [3.73713, 2.04856, -0.37783], [4.77186, 1.88429, -1.78029], [2.93991, 0.07355, -1.38675], [3.15748, 0.67129, -3.01595], [-1.25371, 2.25430, -1.65612], [-0.96255, 1.60289, -4.38506], [-1.86572, 2.91454, -3.70389], [-2.99788, 0.14145, -4.29759], [-3.21323, 1.55426, -5.29036], [-5.12434, 0.98672, -3.62365], [-4.60773, 2.64989, -3.71380], [-4.82214, 1.30654, -1.33264], [-3.73659, 2.65265, -1.55093], [-2.93680, -0.24051, -2.01876], [-2.61320, 0.65952, -0.53486], [2.22449, -2.28800, 3.98560], [2.52531, -1.12494, 2.40617], [0.62540, -2.33660, -0.80168], [2.94261, -2.71984, 1.58454], [4.33008, -0.62736, 2.09032], [0.37089, -1.78528, 1.95480], [1.94096, -0.49961, 0.53758], [-1.49413, 2.64086, 0.60778], [-0.50913, 2.11151, 1.02271], [-0.39366, 0.76530, 1.18604], [0.75787, 2.83486, 1.35959], [1.61904, 2.29936, 2.29511], [2.78994, 2.95598, 2.60363], [3.16145, 4.13984, 1.99397], [2.27700, 4.64493, 1.05827], [1.07483, 4.03775, 0.73806], [2.64357, 5.89516, 0.34854], [3.61778, 6.48473, 0.75083], [1.98076, 6.17339, -0.62795], [3.66426, 2.33440, 3.62205], [4.75589, 2.79314, 3.78575], [3.19883, 1.37446, 4.23934], [1.37347, 1.38710, 2.79939], [4.08811, 4.64540, 2.22603], [0.41464, 4.48914, 0.01002]], "lowdin_charge": [1.493, -0.245, 1.583, -0.253, -0.260, -0.279, -0.047, -0.039, -0.037, -0.049, -0.260, -0.265, 1.455, -0.256, -0.258, 0.017, 0.037, 0.030, 0.034, 0.020, 0.020, 0.056, 0.094, 0.108, 0.120, 0.119, 0.105, 0.058, 0.079, 0.032, 0.017, 0.019, 0.028, 0.032, 0.011, -0.179, -0.177, -0.187, -0.394, -0.211, -0.164, 1.055, -0.401, -0.166, -0.157, -0.182, -0.151, -0.195, -0.386, -0.172, -0.182, -0.166, -0.161, -0.263, 0.118, 0.119, 0.123, 0.119, 0.116, 0.092, 0.118, 0.075, 0.076, 0.113, 0.117, 0.090, 0.110, 0.113, 0.123, 0.123, 0.067, 0.127, 0.104, 0.124, 0.079, 0.114, 0.098, 0.085, 0.130, 0.100, 0.125, 0.115, 0.118, 0.112, 0.122, 0.059, 0.065, -0.546, 1.929, -0.467, -0.375, -0.445, -0.618, -0.723, 0.156, -0.511, -0.322, -0.102, 0.016, -0.092, 0.123, -0.103, 0.084, -0.341, 0.131, 0.101, -0.320, 0.175, -0.041, 0.022, 0.149, 0.149]}



What is the formula in the first record?
C37H56F3INO10S4